{
  "formula": "C5H12N2O",
  "method": "ωB97M-V/def2-TZVPD",
  "species": ["O", "C", "N", "C", "C", "C", "N", "C", "H", "H", "H", "H", "H", "H", "H", "H", "H", "H", "H", "H"],
  "coordinates": [[0.003, 0.537, -1.522], [-0.128, 0.226, -0.311], [-1.385, -0.155, 0.144], [-1.828, -0.437, 1.616], [-2.389, -0.211, -0.864], [1.042, 0.435, 0.631], [2.182, 0.919, -0.116], [2.745, -0.114, -1.115], [-2.299, -1.423, 1.792], [-0.966, -0.235, 2.239], [-2.576, 0.354, 1.994], [-2.750, 0.852, -1.161], [-3.209, -0.900, -0.667], [-2.029, -0.690, -1.746], [1.159, -0.465, 1.263], [0.874, 1.257, 1.348], [3.021, 0.984, 0.499], [2.015, -0.120, -1.927], [2.858, -1.152, -0.657], [3.662, 0.339, -1.440]],
  "mulliken_charge": [-0.646, 0.710, 0.084, -0.866, -1.061, -0.680, -0.420, -0.834, 0.289, 0.339, 0.294, 0.255, 0.359, 0.346, 0.336, 0.349, 0.263, 0.285, 0.235, 0.361],
  "molar_mass_g_mol": 116.16,
  "energy_ha": -382.41331,
  "homo_energy_ev": -8.9630,
  "multiplicity": 1
}

{
  "formula": "C5H7Cl",
  "method": "ωB97M-V/def2-TZVPD",
  "species": ["C", "C", "C", "C", "C", "Cl", "H", "H", "H", "H", "H", "H", "H"],
  "coordinates": [[-0.691, -0.758, -0.187], [-0.717, 0.724, -0.205], [0.492, 0.072, 0.375], [-1.698, -0.014, 0.593], [1.825, 0.000, -0.348], [-3.306, 0.035, -0.193], [-0.614, -1.631, -0.877], [-0.738, 1.489, -0.942], [0.764, -0.093, 1.491], [-1.891, -0.097, 1.599], [1.607, 0.139, -1.333], [2.465, -0.791, -0.038], [2.503, 0.924, 0.065]],
  "mulliken_charge": [-0.434, -0.570, 0.290, 0.042, -1.396, -0.249, 0.319, 0.346, 0.230, 0.380, 0.436, 0.351, 0.254],
  "molar_mass_g_mol": 102.56,
  "energy_ha": -654.79402,
  "homo_energy_ev": -9.8497,
  "multiplicity": 1
}

{
  "formula": "C4H7FN2",
  "method": "ωB97M-V/def2-TZVPD",
  "species": ["C", "C", "C", "C", "H", "H", "H", "H", "H", "H", "H", "N", "N", "F"],
  "coordinates": [[2.026, -0.130, 0.198], [0.063, -1.459, -0.211], [-1.294, -1.141, -0.013], [-0.255, 0.750, 0.277], [2.536, 0.905, 0.096], [2.038, -0.328, 1.271], [2.759, -0.843, -0.242], [0.395, -1.941, 0.844], [0.328, -2.037, -1.106], [-2.169, -1.838, -0.335], [-0.056, 1.114, 1.257], [0.671, -0.161, -0.397], [-1.527, 0.055, 0.375], [-0.342, 1.954, -0.348]],
  "mulliken_charge": [-0.991, -0.303, -0.143, 0.169, 0.297, 0.426, 0.293, 0.216, 0.350, 0.309, 0.278, -0.096, -0.503, -0.301],
  "molar_mass_g_mol": 102.11,
  "energy_ha": -365.93421,
  "homo_energy_ev": -9.7497,
  "multiplicity": 1
}

{
  "formula": "C4H6ClNOS",
  "method": "ωB97M-V/def2-TZVPD",
  "species": ["C", "C", "C", "C", "H", "H", "H", "H", "H", "H", "N", "O", "S", "Cl"],
  "coordinates": [[-1.384, -0.448, -0.570], [-0.479, -0.265, 0.644], [0.863, -0.935, 0.584], [1.397, 1.496, -0.478], [-0.843, -0.077, -1.491], [-1.430, -1.565, -0.732], [-1.002, -0.747, 1.422], [0.802, -1.930, 0.257], [1.320, -0.881, 1.568], [1.733, 2.273, -1.198], [0.329, 1.827, 0.132], [-0.339, 1.041, 1.029], [1.982, -0.141, -0.698], [-2.949, 0.352, -0.468]],
  "mulliken_charge": [-0.429, -0.195, -0.716, -0.058, 0.266, 0.335, 0.485, 0.442, 0.344, 0.377, -0.425, -0.133, -0.120, -0.174],
  "molar_mass_g_mol": 151.62,
  "energy_ha": -1144.30504,
  "homo_energy_ev": -9.2105,
  "multiplicity": 1
}

{
  "formula": "C24H60F12Li2N6O40P4S12",
  "method": "ωB97M-V/def2-TZVPD",
  "species": ["Li", "Li", "N", "S", "O", "O", "F", "S", "O", "O", "F", "N", "S", "O", "O", "F", "S", "O", "O", "F", "N", "S", "O", "O", "F", "S", "O", "O", "F", "N", "S", "O", "O", "F", "S", "O", "O", "F", "N", "S", "O", "O", "F", "S", "O", "O", "F", "N", "S", "O", "O", "F", "S", "O", "O", "F", "C", "C", "O", "P", "O", "O", "C", "C", "O", "C", "C", "H", "H", "H", "H", "H", "H", "H", "H", "H", "H", "H", "H", "H", "H", "H", "C", "C", "O", "P", "O", "O", "C", "C", "O", "C", "C", "H", "H", "H", "H", "H", "H", "H", "H", "H", "H", "H", "H", "H", "H", "H", "C", "C", "O", "P", "O", "O", "C", "C", "O", "C", "C", "H", "H", "H", "H", "H", "H", "H", "H", "H", "H", "H", "H", "H", "H", "H", "C", "C", "O", "P", "O", "O", "C", "C", "O", "C", "C", "H", "H", "H", "H", "H", "H", "H", "H", "H", "H", "H", "H", "H", "H", "H"],
  "coordinates": [[-1.974, -23.106, 8.100], [-0.657, -21.980, 5.398], [-0.717, -21.778, 7.379], [-0.999, -20.339, 7.852], [-0.560, -19.296, 6.910], [-1.095, -20.008, 9.274], [-2.590, -20.424, 7.665], [0.691, -21.918, 8.350], [0.489, -22.526, 9.647], [1.745, -20.930, 8.191], [1.180, -23.274, 7.591], [-3.712, -23.030, 8.978], [-4.792, -21.916, 9.103], [-4.409, -20.538, 9.529], [-6.141, -22.328, 9.401], [-4.988, -21.820, 7.478], [-3.537, -23.087, 10.649], [-4.747, -23.194, 11.501], [-2.431, -22.348, 11.107], [-3.005, -24.613, 10.722], [1.727, -20.375, 3.323], [2.359, -20.923, 4.557], [3.849, -20.859, 4.640], [1.516, -21.913, 5.215], [1.967, -19.560, 5.387], [2.605, -21.451, 2.323], [2.815, -22.873, 2.669], [3.695, -20.858, 1.611], [1.445, -21.420, 1.144], [-1.482, -21.149, 3.952], [-2.998, -20.745, 4.047], [-3.838, -21.703, 4.792], [-3.639, -20.016, 2.924], [-2.777, -19.525, 5.086], [-1.902, -22.186, 2.559], [-2.017, -21.466, 1.342], [-2.581, -23.441, 2.835], [-0.407, -22.789, 2.444], [-0.225, -18.313, 2.316], [-0.858, -17.889, 0.982], [-0.255, -16.744, 0.390], [-2.249, -18.263, 0.666], [-0.054, -19.065, 0.259], [-1.027, -16.977, 3.081], [-2.503, -16.953, 3.127], [-0.267, -15.760, 3.284], [-0.706, -17.757, 4.465], [-2.174, -24.938, 7.243], [-1.878, -25.020, 5.741], [-1.827, -26.269, 4.979], [-1.062, -23.883, 5.319], [-3.366, -24.498, 5.437], [-1.254, -26.399, 7.614], [0.134, -26.499, 7.072], [-2.100, -27.602, 7.728], [-0.960, -25.909, 9.109], [1.251, -19.034, 11.042], [2.750, -18.721, 10.855], [3.130, -17.460, 11.278], [4.690, -17.013, 11.406], [5.689, -17.754, 10.520], [4.691, -15.435, 11.146], [3.987, -14.506, 11.920], [3.257, -13.642, 10.962], [5.037, -16.910, 12.953], [5.459, -18.157, 13.555], [4.290, -18.741, 14.208], [1.122, -20.110, 10.928], [0.848, -18.688, 11.994], [0.654, -18.641, 10.219], [3.399, -19.443, 11.351], [3.010, -18.842, 9.804], [3.393, -14.914, 12.738], [4.839, -13.963, 12.330], [2.292, -14.031, 10.636], [3.040, -12.735, 11.527], [3.887, -13.314, 10.135], [5.888, -18.839, 12.821], [6.233, -17.933, 14.289], [4.133, -18.145, 15.107], [3.481, -18.790, 13.479], [4.521, -19.769, 14.488], [2.921, -20.707, 17.257], [1.841, -21.284, 16.326], [1.448, -20.338, 15.344], [0.219, -19.193, 15.555], [0.221, -18.601, 16.956], [0.561, -18.095, 14.411], [0.348, -16.748, 14.666], [0.279, -16.054, 13.385], [-1.167, -19.900, 15.054], [-1.313, -20.409, 13.728], [-1.921, -19.336, 12.884], [2.470, -20.000, 17.953], [3.348, -21.506, 17.863], [3.589, -20.133, 16.614], [2.247, -22.148, 15.799], [0.968, -21.500, 16.942], [-0.627, -16.680, 15.148], [1.140, -16.309, 15.273], [1.024, -16.337, 12.642], [-0.655, -16.299, 12.878], [0.381, -14.973, 13.478], [-0.399, -20.839, 13.318], [-1.997, -21.253, 13.804], [-2.067, -19.467, 11.811], [-2.906, -19.140, 13.307], [-1.368, -18.401, 12.977], [-10.078, -22.597, 4.169], [-9.760, -22.662, 5.683], [-9.064, -21.463, 5.969], [-8.898, -21.036, 7.529], [-8.933, -22.111, 8.573], [-7.517, -20.160, 7.658], [-7.223, -19.134, 6.705], [-5.843, -18.598, 6.957], [-9.979, -19.852, 7.739], [-11.303, -20.182, 7.648], [-12.098, -19.045, 8.263], [-10.993, -22.017, 4.048], [-9.289, -22.205, 3.528], [-10.241, -23.595, 3.762], [-10.696, -22.932, 6.173], [-9.039, -23.451, 5.892], [-7.336, -19.601, 5.727], [-7.936, -18.316, 6.815], [-5.680, -17.659, 6.428], [-5.681, -18.387, 8.014], [-5.035, -19.291, 6.723], [-11.533, -20.371, 6.599], [-11.633, -21.058, 8.207], [-13.154, -19.308, 8.199], [-11.920, -19.067, 9.338], [-11.849, -18.053, 7.885], [3.143, -25.706, 9.602], [2.401, -27.072, 9.954], [2.754, -27.399, 11.257], [1.748, -27.051, 12.500], [0.669, -28.056, 12.660], [2.808, -26.909, 13.748], [3.682, -28.022, 14.080], [3.024, -28.856, 15.226], [1.213, -25.540, 12.237], [-0.078, -25.040, 12.549], [0.044, -23.875, 13.595], [2.942, -25.340, 8.595], [2.808, -24.935, 10.295], [4.233, -25.725, 9.589], [1.349, -26.948, 9.695], [2.677, -27.916, 9.322], [3.963, -28.616, 13.210], [4.621, -27.568, 14.396], [3.751, -29.595, 15.564], [2.734, -28.194, 16.042], [2.076, -29.264, 14.877], [-0.624, -24.746, 11.653], [-0.682, -25.857, 12.944], [0.167, -24.268, 14.604], [0.986, -23.376, 13.367], [-0.770, -23.150, 13.611]],
  "mulliken_charge": [1.300, 1.902, 0.099, -0.100, -0.425, -0.254, -0.081, 0.411, 0.035, -0.509, -0.363, -0.009, 0.712, -0.525, -0.647, -0.261, 0.698, -0.639, -0.139, -0.319, 0.200, 0.625, -0.673, -0.374, -0.375, 0.945, -0.574, -0.635, -0.252, -0.094, 0.641, -0.503, -0.560, -0.259, 0.836, -0.489, -0.635, -0.272, 0.199, 0.882, -0.702, -0.562, -0.312, 0.803, -0.548, -0.647, -0.137, -0.021, 0.518, -0.588, -0.392, -0.329, 0.829, -0.504, -0.620, -0.157, -0.021, -0.861, 0.387, 0.631, -0.797, -0.345, 0.030, -1.285, -0.303, -0.851, -0.239, -0.154, -0.299, 0.332, 0.396, 0.517, 0.234, 0.293, 0.279, 0.414, 0.301, 0.458, 0.357, 0.299, -0.160, 0.268, -1.007, -0.344, 0.010, 0.183, -0.792, 0.398, -0.320, -1.122, -0.415, 0.384, -0.536, 0.289, 0.413, 0.081, 0.305, 0.366, 0.326, 0.362, 0.070, 0.339, 0.426, 0.045, 0.444, 0.056, 0.396, -0.312, -1.281, -0.248, -0.217, 0.680, -0.726, 0.102, 0.006, -0.945, -0.381, -0.137, -1.375, 0.292, 0.314, 0.395, 0.340, 0.395, 0.294, 0.175, 0.507, 0.275, -0.089, 0.255, 0.279, 0.385, 0.323, 0.337, -0.890, -0.178, -0.413, 0.748, -0.769, -0.314, -0.298, -1.073, 0.098, 0.068, -0.822, 0.323, 0.128, 0.333, 0.086, 0.421, 0.275, 0.341, 0.381, 0.258, 0.278, -0.216, 0.487, 0.454, 0.328, -0.055],
  "molar_mass_g_mol": 1823.30,
  "energy_ha": -11645.93683,
  "homo_energy_ev": -0.7473,
  "total_charge": -4,
  "multiplicity": 1
}

{
  "formula": "C4H13N3",
  "method": "ωB97M-V/def2-TZVPD",
  "species": ["N", "C", "C", "C", "N", "C", "N", "H", "H", "H", "H", "H", "H", "H", "H", "H", "H", "H", "H", "H"],
  "coordinates": [[-0.620, -1.463, 0.670], [0.245, -0.376, 0.091], [-0.599, 0.903, 0.125], [-1.635, 1.130, -0.978], [-1.107, 1.374, -2.351], [1.517, -0.190, 0.940], [2.058, -1.442, 1.366], [-1.377, -1.009, 1.184], [-0.093, -1.861, 1.452], [0.480, -0.691, -0.929], [0.080, 1.767, -0.034], [-1.055, 0.959, 1.113], [-2.212, 0.195, -1.012], [-2.418, 1.866, -0.768], [-0.097, 1.259, -2.298], [-1.241, 2.376, -2.460], [2.234, 0.454, 0.393], [1.161, 0.472, 1.726], [2.568, -1.538, 2.209], [2.309, -2.089, 0.641]],
  "mulliken_charge": [-0.690, 0.366, -1.035, -0.747, -0.612, -0.654, -0.473, 0.276, 0.339, 0.272, 0.284, 0.529, 0.268, 0.365, 0.256, 0.276, 0.257, 0.397, 0.154, 0.170],
  "molar_mass_g_mol": 103.17,
  "energy_ha": -324.43824,
  "homo_energy_ev": -9.1084,
  "multiplicity": 1
}

Values of E_LUMO, in order: 0.78; 1.14; 0.87; 0.54; 5.35; 1.03, all in eV.